1.
{
  "formula": "C9H14",
  "method": "ωB97M-V/def2-TZVPD",
  "symbols": ["C", "C", "H", "H", "H", "H", "H", "H", "C", "C", "C", "C", "C", "C", "C", "H", "H", "H", "H", "H", "H", "H", "H"],
  "coordinates": [[-0.06, -1.14, -2.76], [-0.08, -2.64, -2.47], [-0.85, -0.85, -3.44], [-0.25, -0.59, -1.84], [0.93, -0.89, -3.11], [0.67, -2.90, -1.73], [0.11, -3.24, -3.37], [-1.07, -2.98, -2.14], [-1.26, 2.60, 1.62], [1.05, -0.80, 0.45], [1.43, 0.44, 0.01], [-0.10, -0.97, 1.23], [0.68, 1.57, 0.38], [-0.83, 0.13, 1.60], [-0.36, 1.42, 1.29], [1.69, -1.65, 0.25], [2.30, 0.62, -0.61], [-0.39, -2.00, 1.41], [1.01, 2.56, 0.09], [-1.81, 0.12, 2.08], [-2.06, 2.63, 0.89], [-0.71, 3.54, 1.59], [-1.63, 2.45, 2.63]],
  "lumo_energy_ev": 1.02,
  "smiles": "Cc1ccccc1.CC",
  "molar_mass_g_mol": 122.2,
  "e_homo_ev": -9.03,
  "gap_ev": 10.05
}

---

2.
{
  "formula": "C32H37FGaGeN2O2",
  "method": "ωB97M-V/def2-TZVPD",
  "symbols": ["Ga", "C", "C", "C", "C", "C", "C", "C", "C", "C", "C", "C", "C", "N", "C", "C", "C", "C", "C", "C", "F", "H", "H", "H", "H", "H", "H", "H", "H", "H", "H", "H", "H", "H", "H", "H", "H", "H", "H", "H", "H", "H", "N", "C", "C", "O", "O", "H", "H", "H", "H", "H", "Ge", "C", "C", "C", "C", "C", "C", "C", "C", "C", "C", "C", "C", "H", "H", "H", "H", "H", "H", "H", "H", "H", "H", "H"],
  "coordinates": [[-0.32, -2.60, 0.97], [-3.26, -0.05, -1.07], [-3.67, 0.76, -2.30], [-3.42, -0.01, -3.60], [-3.08, 2.15, -2.35], [-3.85, 3.21, -2.75], [-3.32, 4.50, -2.78], [-2.04, 4.79, -2.31], [-1.18, 3.79, -1.93], [0.00, 4.17, -1.03], [1.30, 4.59, -1.72], [0.26, 3.15, 0.08], [-1.65, 2.42, -2.14], [-0.92, 1.35, -2.32], [0.33, 1.39, -2.85], [0.69, 2.29, -3.88], [1.91, 2.18, -4.52], [2.80, 1.19, -4.13], [2.48, 0.28, -3.12], [1.24, 0.36, -2.54], [0.90, -0.53, -1.60], [-3.94, -0.90, -0.98], [-3.34, 0.53, -0.15], [-2.24, -0.42, -1.17], [-4.75, 0.94, -2.23], [-2.37, -0.28, -3.69], [-3.72, 0.57, -4.48], [-4.02, -0.93, -3.59], [-4.89, 3.05, -3.02], [-3.96, 5.32, -3.09], [-1.75, 5.83, -2.17], [-0.37, 5.07, -0.53], [1.89, 3.73, -2.01], [1.89, 5.19, -1.02], [1.11, 5.21, -2.60], [0.71, 2.23, -0.31], [-0.65, 2.88, 0.62], [0.96, 3.58, 0.80], [-0.05, 3.00, -4.22], [2.15, 2.85, -5.33], [3.76, 1.11, -4.62], [3.16, -0.50, -2.82], [-1.43, -6.24, -2.79], [-1.14, -6.11, -1.32], [-0.95, -4.62, -1.04], [-1.04, -3.83, -1.96], [-0.71, -4.35, 0.20], [-2.37, -6.61, -2.97], [-0.76, -6.82, -3.28], [-1.38, -5.26, -3.15], [-0.24, -6.67, -1.08], [-1.97, -6.51, -0.74], [0.76, -1.41, 4.72], [1.74, -3.00, 4.67], [3.12, -3.06, 4.43], [3.78, -4.28, 4.52], [3.07, -5.43, 4.84], [1.70, -5.38, 5.07], [1.03, -4.18, 4.99], [1.33, 0.37, 4.55], [2.65, 0.73, 4.23], [3.01, 2.06, 4.25], [2.08, 3.04, 4.59], [0.77, 2.69, 4.90], [0.39, 1.36, 4.88], [-0.72, -1.58, 5.04], [3.69, -2.17, 4.21], [4.84, -4.33, 4.35], [3.59, -6.37, 4.92], [1.16, -6.28, 5.33], [-0.03, -4.14, 5.20], [3.39, -0.02, 3.99], [4.03, 2.35, 4.02], [2.38, 4.08, 4.62], [0.05, 3.45, 5.18], [-0.62, 1.09, 5.14]],
  "lumo_energy_ev": -9.42,
  "total_charge": 3,
  "molar_mass_g_mol": 643.0,
  "e_homo_ev": -15.73,
  "gap_ev": 6.31
}

---

3.
{
  "formula": "C2H7NS2",
  "method": "ωB97M-V/def2-TZVPD",
  "symbols": ["S", "S", "H", "H", "C", "C", "N", "H", "H", "H", "H", "H"],
  "coordinates": [[1.96, -0.58, 2.41], [1.93, 1.50, 2.23], [1.88, -0.62, 3.71], [1.23, 1.46, 1.03], [-1.70, 0.34, -0.97], [0.39, -0.84, -1.44], [-0.18, 0.18, -0.98], [-2.04, 1.26, -0.41], [-2.15, 0.52, -2.02], [-2.17, -0.43, -0.28], [0.93, -1.52, -0.86], [-0.09, -1.26, -2.44]],
  "lumo_energy_ev": [3.02, 2.98],
  "total_charge": -1,
  "molar_mass_g_mol": 109.2,
  "spin_multiplicity": 2,
  "e_homo_ev": [0.16, -2.33],
  "gap_ev": [2.86, 5.31]
}

---

4.
{
  "formula": "C23H21MoN3O2",
  "method": "ωB97M-V/def2-TZVPD",
  "symbols": ["C", "C", "C", "C", "C", "Mo", "C", "C", "C", "N", "H", "H", "H", "H", "H", "H", "H", "H", "H", "H", "O", "C", "N", "C", "C", "O", "N", "C", "C", "C", "C", "C", "C", "C", "C", "C", "C", "C", "C", "H", "H", "H", "H", "H", "H", "H", "H", "H", "H", "H"],
  "coordinates": [[0.05, -1.42, -4.54], [-1.22, -1.35, -3.90], [-1.10, -1.90, -2.60], [0.25, -2.35, -2.42], [0.96, -2.10, -3.65], [0.81, -0.25, -2.62], [-1.24, 1.98, -4.10], [-0.75, 2.85, -5.02], [0.50, 3.10, -5.51], [2.54, -0.06, -2.62], [-1.92, -2.10, -1.91], [-2.15, -1.02, -4.37], [0.63, -2.93, -1.59], [1.98, -2.39, -3.85], [0.27, -1.20, -5.59], [-1.90, 1.19, -4.36], [2.12, 0.65, -3.23], [-1.25, 2.02, -3.01], [0.72, 3.82, -6.31], [1.58, 2.75, -5.27], [0.12, 2.65, -0.85], [0.05, 1.60, -0.19], [-0.09, 1.52, 1.18], [-0.04, 0.17, 1.69], [0.01, -0.59, 0.36], [-0.07, -1.81, 0.30], [0.13, 0.28, -0.71], [1.25, 0.00, 2.51], [2.25, -0.91, 2.15], [3.45, -0.95, 2.88], [3.63, -0.11, 3.98], [2.61, 0.77, 4.36], [1.42, 0.82, 3.63], [-1.31, -0.16, 2.47], [-1.29, -0.77, 3.72], [-2.49, -0.97, 4.41], [-3.70, -0.59, 3.84], [-3.72, 0.00, 2.57], [-2.52, 0.20, 1.88], [-0.16, 2.36, 1.75], [2.09, -1.59, 1.31], [4.22, -1.65, 2.58], [4.56, -0.14, 4.54], [2.72, 1.43, 5.22], [0.61, 1.48, 3.94], [-0.33, -1.08, 4.16], [-2.45, -1.43, 5.41], [-4.63, -0.75, 4.39], [-4.66, 0.31, 2.11], [-2.53, 0.65, 0.88]],
  "lumo_energy_ev": [0.09, -1.50],
  "molar_mass_g_mol": 467.4,
  "spin_multiplicity": 3,
  "e_homo_ev": [-8.08, -9.11],
  "gap_ev": [8.17, 7.61]
}

---

5.
{
  "formula": "C6H8N",
  "method": "ωB97M-V/def2-TZVPD",
  "symbols": ["C", "C", "C", "C", "C", "C", "N", "H", "H", "H", "H", "H", "H", "H", "H"],
  "coordinates": [[1.87, -0.44, -0.04], [1.81, -1.06, -1.13], [0.66, 0.06, 0.56], [0.41, -0.75, -1.57], [0.57, 0.47, 1.92], [-1.54, 0.38, -0.49], [-0.20, -0.05, -0.42], [0.34, -0.24, -2.44], [-0.12, -1.63, -1.56], [1.11, 1.38, 1.95], [1.26, -0.24, 2.56], [-0.48, 0.49, 2.37], [-1.54, 1.51, -0.20], [-2.30, -0.11, -0.01], [-1.85, 0.24, -1.50]],
  "lumo_energy_ev": [-6.29, -6.02],
  "smiles": "CC1=[N+](C)CC#C1",
  "total_charge": 1,
  "molar_mass_g_mol": 94.1,
  "e_homo_ev": [-15.26, -15.42],
  "gap_ev": [8.97, 9.40]
}

---

6.
{
  "formula": "C15H31Br2O7PdS3",
  "method": "ωB97M-V/def2-TZVPD",
  "symbols": ["Pd", "C", "C", "C", "O", "H", "H", "H", "H", "H", "H", "H", "Br", "Br", "C", "C", "C", "S", "O", "O", "C", "H", "H", "H", "H", "H", "H", "H", "H", "C", "C", "C", "S", "O", "O", "C", "H", "H", "H", "H", "H", "H", "H", "H", "C", "C", "C", "S", "O", "O", "C", "H", "H", "H", "H", "H", "H", "H", "H"],
  "coordinates": [[8.91, -18.38, -7.81], [6.49, -12.33, -5.09], [6.49, -13.86, -5.08], [5.40, -14.52, -4.01], [6.57, -14.52, -6.24], [5.54, -11.88, -5.35], [7.29, -11.81, -5.61], [6.68, -12.05, -4.05], [7.51, -13.92, -4.69], [5.56, -15.57, -4.23], [4.37, -14.18, -4.13], [5.79, -14.44, -2.99], [5.36, -21.58, -6.50], [8.38, -18.57, -12.54], [17.00, -16.35, -5.44], [16.86, -14.82, -5.17], [15.59, -14.27, -5.72], [15.21, -15.38, -7.16], [15.42, -14.72, -8.42], [13.93, -16.18, -6.95], [16.72, -16.57, -6.95], [16.21, -16.94, -4.97], [17.99, -16.67, -5.13], [17.68, -14.31, -5.68], [16.86, -14.55, -4.12], [15.74, -13.36, -6.30], [14.71, -14.16, -5.08], [17.52, -16.13, -7.54], [16.63, -17.57, -7.37], [10.49, -16.91, 0.87], [9.31, -17.90, 1.25], [9.09, -18.97, 0.19], [10.57, -18.97, -0.86], [10.09, -18.59, -2.21], [11.05, -20.34, -0.66], [11.57, -17.71, 0.00], [11.01, -16.41, 1.70], [10.15, -16.13, 0.19], [8.44, -17.29, 1.45], [9.67, -18.29, 2.20], [8.36, -18.65, -0.56], [8.78, -19.98, 0.46], [12.41, -17.24, -0.51], [11.95, -18.31, 0.83], [10.89, -26.96, -9.90], [10.33, -26.79, -8.54], [11.39, -26.04, -7.72], [12.07, -24.67, -8.79], [13.50, -24.48, -8.88], [11.28, -23.43, -8.56], [11.39, -25.52, -10.28], [10.13, -27.28, -10.61], [11.70, -27.69, -9.98], [10.07, -27.68, -7.96], [9.45, -26.15, -8.54], [12.29, -26.65, -7.64], [11.12, -25.79, -6.69], [12.25, -25.55, -10.96], [10.59, -24.95, -10.75]],
  "lumo_energy_ev": [1.61, -0.98],
  "total_charge": -1,
  "molar_mass_g_mol": 685.8,
  "spin_multiplicity": 3,
  "e_homo_ev": [-3.96, -3.37],
  "gap_ev": [5.57, 2.39]
}